(1)
Below is one molecule with the formula C5H10, with properties calculated with ωB97M-V/def2-TZVPD.

The geometry in XYZ format:
```
15
Properties=species:S:1:pos:R:3:forces:R:3
H 2.16585 1.03143 0.46271 0.29 1.55 0.11
H -1.59932 0.49344 -0.54922 -0.40 -0.12 -0.07
C -1.59374 -0.59689 -0.48322 -0.43 -0.01 -0.15
H 1.76904 -0.33162 -0.71631 0.23 -0.85 1.45
H -1.96387 -0.88869 0.50301 -0.09 0.09 -0.18
H -2.24115 -0.99430 -1.25713 -0.30 -0.08 0.02
H -0.65888 1.14219 1.42951 0.02 -1.06 -0.95
H 0.12522 -1.83370 0.02486 -0.46 -0.02 -0.39
H 0.02447 -1.49367 -1.66991 -0.11 0.39 -0.16
C 1.13523 1.33960 0.28972 0.81 0.37 0.03
C 0.80866 0.02039 -0.32441 -0.43 -0.33 0.18
C -0.16854 -1.04215 -0.68951 -0.45 0.01 -0.17
H 0.52151 -0.02696 2.06178 1.06 0.32 0.34
H 0.95092 2.36074 -0.01808 -0.18 0.10 -0.05
C 0.29738 0.62232 1.23568 0.44 -0.36 -0.02
```
Positions in Å, forces in eV/Å.

The orbital gap is 9.049 eV. Its lowest unoccupied orbital energy is 1.16 eV. The SMILES is CCC1CC1. The value obtained for the energy is -5342.9992 eV. The charge is 0. The calculation puts the molar mass at 70.135 g mol⁻¹. As for the relative energy (zero: lowest compared OMol25 entry of this formula, charge and spin): 4.267 eV.

Here are the Löwdin charges for atoms 1 to 8, given in e:
1. H 0.1103
2. H 0.0721
3. C -0.1223
4. H 0.1095
5. H 0.0771
6. H 0.0655
7. H 0.0966
8. H 0.1105

(2)
Below is one molecule with the formula C2H4O3, with properties calculated with ωB97M-V/def2-TZVPD.

The geometry in XYZ format:
```
9
Properties=species:S:1:pos:R:3:forces:R:3
C 0.40579 -0.27542 -0.02334 -0.66 -2.37 -2.22
H -1.56940 -0.52026 0.72487 0.68 -1.81 -0.66
C -0.76783 -1.18493 0.23094 0.42 3.35 0.93
H -0.49816 -2.14948 0.55774 -0.38 -1.16 0.67
O -0.53029 -0.92726 -1.10854 1.15 1.09 0.43
O 0.87843 1.97920 -0.42684 0.67 -0.16 -0.75
H 1.45012 -0.71781 -0.18215 -1.54 1.35 0.49
H 0.53735 2.79089 -0.02610 -0.10 -0.19 0.09
O 0.09399 1.00507 0.25342 -0.24 -0.10 1.02
```
Positions in Å, forces in eV/Å.

The orbital gap is 10.800 eV. Its lowest unoccupied orbital energy is 0.82 eV. The SMILES is OO[C@H]1CO1. The value obtained for the energy is -8276.3110 eV. The charge is 0. The calculation puts the molar mass at 76.051 g mol⁻¹. As for the relative energy (zero: lowest compared OMol25 entry of this formula, charge and spin): 5.248 eV.

Here are the Löwdin charges for atoms 1 to 8, given in e:
1. C -0.2416
2. H 0.1480
3. C -0.1637
4. H 0.0946
5. O -0.0571
6. O 0.0120
7. H 0.1826
8. H 0.1076

(3)
Below is an isolated ion of composition C18H20ClN2O2 and charge +1, with properties calculated with ωB97M-V/def2-TZVPD.

The geometry in XYZ format:
```
43
Properties=species:S:1:pos:R:3:forces:R:3
H -2.49017 -1.57779 0.74162 0.11 -0.13 0.07
C 4.51782 -0.09306 -0.80885 -0.11 -0.03 0.07
C -3.32831 1.66984 0.14788 0.15 -0.10 0.09
H 6.50632 -0.62541 -1.39065 0.04 0.08 -0.07
H 2.53062 -1.92281 1.23813 -0.14 -0.02 0.07
H 0.67636 -0.97268 -0.04206 0.19 0.01 0.05
C -1.26744 0.82805 1.28246 -0.15 0.04 -0.03
H 0.30091 1.67925 -1.54343 0.01 -0.05 -0.09
C 1.92137 1.03077 1.22913 -0.35 0.70 0.68
H 2.82515 1.47802 1.64429 0.04 -0.11 -0.10
O -6.14999 -0.22044 -1.25403 0.15 0.49 0.02
H -6.19875 -2.07821 -2.14778 0.09 0.15 0.22
C 3.39422 -0.45669 -0.06793 0.58 -0.20 -0.14
H 2.54255 1.21163 -0.71717 -0.27 -0.20 0.24
C 1.02719 -0.17142 -0.69317 -0.93 -0.01 -0.50
O -4.92085 -2.02806 -0.52902 0.47 0.07 0.21
H 1.57873 0.23946 1.89699 0.10 -0.08 -0.14
C 5.63787 -0.90784 -0.81715 -0.05 0.06 -0.02
C -2.58522 0.58681 0.59247 -0.02 0.01 0.05
N -0.36315 1.56669 0.40972 -0.02 0.19 0.00
H 1.21310 2.89771 0.40396 0.08 0.04 0.06
C -6.13074 -1.62901 -1.14583 -0.96 -0.81 -0.39
C 5.63205 -2.08393 -0.08486 -0.06 0.09 -0.02
C 4.51705 -2.44697 0.65195 -0.06 0.07 -0.01
H -5.12924 2.35012 -0.83508 -0.09 0.14 -0.05
Cl 4.49484 1.39311 -1.71994 0.11 -0.14 0.04
H -0.85124 -0.13402 1.62013 -0.04 -0.01 0.07
H -2.94280 2.66423 0.30583 0.05 0.15 0.01
H 6.50478 -2.71702 -0.09245 0.09 -0.05 -0.01
C -4.55222 1.50783 -0.49472 -0.26 -0.23 -0.12
C 0.82152 2.09116 1.03457 0.12 -0.16 0.04
H -1.43464 1.44992 2.16546 0.11 -0.07 0.05
H 0.56241 2.51970 2.00314 0.10 0.01 -0.01
C -4.25767 -0.87612 -0.22609 -0.27 0.50 -0.18
C -3.04574 -0.71955 0.39966 -0.23 -0.10 -0.08
N 2.24195 0.43607 -0.09246 0.45 0.08 -0.25
H 4.51682 -3.36291 1.22028 -0.02 -0.08 0.06
H 1.28655 -0.59314 -1.66451 0.13 0.01 0.08
C -0.04954 0.91847 -0.83739 0.11 -0.13 0.00
H -0.96150 0.47642 -1.24037 0.12 -0.02 -0.11
C 3.39546 -1.63387 0.66194 -0.07 0.12 -0.05
H -6.98380 -1.96536 -0.53603 0.24 0.14 -0.08
C -5.00262 0.22104 -0.66863 0.45 -0.39 0.26
```
Positions in Å, forces in eV/Å.

The orbital gap is 7.753 eV. Its lowest unoccupied orbital energy is -2.57 eV. The SMILES is Clc1ccccc1[NH+]1CCN(Cc2ccc3c(c2)OCO3)CC1. The value obtained for the energy is -38581.4170 eV. The charge is +1. The calculation puts the molar mass at 331.823 g mol⁻¹. As for the relative energy (zero: lowest compared OMol25 entry of this formula, charge and spin): 0.002 eV.

Here are the Löwdin charges for atoms 1 to 8, given in e:
1. H 0.1234
2. C -0.5448
3. C -0.0352
4. H 0.1197
5. H 0.1236
6. H 0.1340
7. C -0.1435
8. H 0.1379